DFT (the ωB97M-V functional and the def2-TZVPD basis) results for 12 unconnected molecules or ions with the total composition C55H118B5F20N7O7 at a distorted geometry.

Calculated values
HOMO energy	-13.33	eV
LUMO level	-5.71	eV
gap between HOMO and LUMO	7.62	eV
molar mass	1423.61	g/mol
net charge	+2

Structure (XYZ):
```
212
C55H118B5F20N7O7, DFT the ωB97M-V functional and the def2-TZVPD basis
C -21.92 -12.87 -7.50
C -20.68 -13.29 -6.64
C -19.67 -12.20 -6.17
C -20.10 -11.45 -4.98
C -20.44 -12.26 -3.81
C -21.56 -13.20 -4.08
N -21.38 -13.93 -5.39
O -21.83 -15.04 -5.48
C -22.97 -12.53 -4.08
C -21.59 -14.21 -2.86
C -19.92 -14.50 -7.18
H -22.38 -12.02 -7.09
H -22.56 -13.70 -7.74
H -21.47 -12.49 -8.40
H -19.30 -11.67 -7.05
H -18.89 -12.83 -5.85
H -21.00 -10.90 -5.36
H -19.35 -10.76 -4.64
H -20.72 -11.68 -2.99
H -19.57 -12.83 -3.61
H -22.99 -11.55 -4.48
H -23.34 -12.43 -3.05
H -23.61 -13.12 -4.71
H -21.54 -13.58 -1.96
H -20.79 -14.92 -2.82
H -22.51 -14.82 -2.83
H -20.55 -15.21 -7.70
H -19.34 -14.88 -6.40
H -19.17 -14.07 -7.84
C -29.52 -9.03 0.74
C -28.23 -9.07 1.57
C -28.65 -9.04 3.09
C -27.51 -9.38 4.04
C -27.14 -10.87 3.80
C -26.58 -11.01 2.35
N -27.59 -10.46 1.34
O -27.89 -11.01 0.40
C -26.33 -12.36 1.85
C -25.25 -10.22 2.20
C -27.24 -7.98 1.31
H -30.15 -9.80 1.12
H -29.44 -9.10 -0.34
H -29.86 -8.06 1.02
H -29.57 -9.68 3.14
H -29.06 -8.04 3.39
H -27.93 -9.26 5.10
H -26.62 -8.74 3.96
H -28.06 -11.51 3.78
H -26.34 -11.16 4.44
H -25.72 -12.32 0.99
H -27.26 -12.90 1.69
H -25.78 -12.93 2.60
H -24.40 -10.86 2.33
H -25.11 -9.49 2.99
H -25.19 -9.81 1.26
H -27.73 -7.06 1.28
H -26.66 -8.12 0.43
H -26.48 -7.98 2.17
C -20.01 -6.20 -13.71
C -20.88 -6.86 -12.60
C -19.99 -7.66 -11.75
C -19.49 -6.96 -10.45
C -20.68 -6.58 -9.68
C -21.48 -5.44 -10.30
N -21.60 -5.69 -11.77
O -22.29 -4.97 -12.40
C -20.84 -4.10 -10.11
C -22.90 -5.28 -9.82
C -22.08 -7.53 -13.14
H -20.60 -5.48 -14.27
H -19.73 -6.98 -14.44
H -19.12 -5.73 -13.29
H -19.16 -7.95 -12.43
H -20.54 -8.56 -11.46
H -18.91 -6.10 -10.65
H -18.87 -7.66 -9.90
H -20.53 -6.23 -8.68
H -21.34 -7.46 -9.69
H -19.81 -4.15 -10.53
H -20.65 -3.95 -9.05
H -21.36 -3.18 -10.37
H -22.85 -5.33 -8.70
H -23.49 -6.18 -10.08
H -23.36 -4.35 -10.18
H -21.70 -8.39 -13.73
H -22.68 -6.76 -13.64
H -22.76 -7.93 -12.33
C -34.42 -3.72 -2.51
C -33.06 -3.94 -3.29
C -32.53 -5.48 -3.22
C -33.35 -6.40 -4.11
C -33.59 -5.90 -5.56
C -34.07 -4.47 -5.66
N -33.43 -3.56 -4.69
O -33.34 -2.40 -4.94
C -35.61 -4.30 -5.46
C -33.73 -3.94 -7.16
C -31.98 -2.97 -2.75
H -35.04 -4.61 -2.61
H -34.93 -2.73 -2.65
H -34.09 -3.90 -1.47
H -32.45 -5.86 -2.19
H -31.48 -5.40 -3.67
H -34.33 -6.62 -3.67
H -32.82 -7.37 -4.15
H -34.35 -6.56 -6.01
H -32.68 -6.11 -6.17
H -36.01 -4.89 -6.26
H -35.79 -3.26 -5.68
H -35.98 -4.67 -4.50
H -34.24 -2.99 -7.33
H -34.17 -4.64 -7.83
H -32.68 -3.91 -7.23
H -31.06 -2.96 -3.38
H -31.77 -3.28 -1.74
H -32.33 -1.91 -2.60
C -22.34 -6.26 -2.50
C -21.27 -6.98 -3.32
C -20.16 -6.10 -3.91
C -19.27 -5.39 -2.93
C -18.52 -6.39 -2.14
C -19.38 -7.55 -1.52
N -20.55 -7.95 -2.44
O -20.81 -9.12 -2.49
C -20.04 -7.05 -0.19
C -18.58 -8.74 -1.21
C -22.00 -7.73 -4.41
H -21.97 -5.51 -1.86
H -22.89 -7.05 -1.98
H -23.10 -5.80 -3.19
H -20.69 -5.39 -4.54
H -19.61 -6.72 -4.56
H -19.84 -4.73 -2.25
H -18.70 -4.71 -3.48
H -17.79 -5.92 -1.43
H -17.84 -7.02 -2.77
H -20.59 -6.16 -0.35
H -19.21 -6.85 0.44
H -20.68 -7.88 0.18
H -17.96 -9.04 -2.01
H -19.12 -9.54 -0.72
H -17.94 -8.33 -0.39
H -21.25 -8.32 -5.00
H -22.41 -7.05 -5.11
H -22.80 -8.39 -4.08
C -25.84 -3.16 -3.69
N -26.09 -1.85 -4.48
C -25.98 -2.15 -5.99
C -27.44 -1.32 -4.13
C -25.02 -0.81 -4.15
C -23.61 -1.28 -4.47
O -23.09 -2.10 -3.44
H -25.80 -2.85 -2.65
H -24.87 -3.56 -4.02
H -26.70 -3.82 -3.89
H -25.95 -1.14 -6.48
H -26.81 -2.68 -6.35
H -25.00 -2.60 -6.25
H -27.58 -0.57 -4.83
H -27.45 -0.91 -3.14
H -28.17 -2.13 -4.30
H -25.11 -0.50 -3.10
H -25.33 -0.02 -4.78
H -23.00 -0.39 -4.59
H -23.61 -1.88 -5.38
H -22.73 -2.92 -3.85
C -25.93 -6.54 -4.97
N -26.60 -7.61 -5.79
C -27.02 -6.87 -7.02
C -25.54 -8.56 -6.15
C -27.69 -8.32 -5.09
C -27.36 -9.04 -3.82
O -26.87 -10.35 -4.11
H -26.67 -5.80 -4.70
H -25.13 -6.18 -5.54
H -25.57 -7.07 -4.08
H -27.60 -7.58 -7.63
H -26.12 -6.69 -7.56
H -27.67 -5.99 -6.80
H -24.68 -8.01 -6.46
H -25.98 -9.00 -6.98
H -25.47 -9.28 -5.36
H -28.04 -9.08 -5.78
H -28.43 -7.56 -4.92
H -28.37 -8.98 -3.36
H -26.67 -8.48 -3.15
H -26.43 -10.61 -3.30
B -22.42 -4.67 -6.42
F -22.52 -3.50 -7.19
F -23.42 -5.59 -6.83
F -21.23 -5.32 -6.46
F -22.71 -4.34 -5.03
B -23.97 -9.77 -1.46
F -23.75 -8.87 -0.43
F -23.01 -10.74 -1.33
F -25.26 -10.34 -1.35
F -23.94 -9.07 -2.71
B -29.72 -3.88 -6.70
F -28.45 -3.85 -6.06
F -29.51 -3.07 -7.83
F -30.10 -5.32 -6.84
F -30.79 -3.23 -5.95
B -21.85 -9.29 -7.75
F -21.01 -10.15 -8.45
F -22.36 -9.95 -6.46
F -21.14 -8.20 -7.34
F -22.99 -8.90 -8.46
B -28.34 -5.72 -1.54
F -29.29 -4.86 -2.24
F -28.96 -6.11 -0.29
F -28.08 -6.91 -2.28
F -27.15 -5.00 -1.38
```